# 1
{
  "formula": "C6H10O",
  "method": "the ωB97M-V functional and the def2-TZVPD basis",
  "e_tot_ev": -8424.8515,
  "charge": 0,
  "multiplicity": 1,
  "symbols": ["C", "C", "C", "C", "C", "O", "C", "H", "H", "H", "H", "H", "H", "H", "H", "H", "H"],
  "positions_angstrom": [[0.21, -1.09, -1.69], [0.06, -0.88, -0.25], [1.17, -0.33, 0.58], [0.41, 0.86, 1.18], [-0.28, 1.31, -0.08], [-0.70, 0.32, 1.91], [-1.46, -0.09, 0.83], [0.65, -2.08, -1.77], [0.90, -0.41, -2.19], [-0.73, -1.12, -2.25], [1.53, -1.03, 1.34], [2.02, 0.06, -0.01], [0.97, 1.56, 1.81], [0.32, 1.41, -0.97], [-0.99, 2.11, -0.03], [-1.78, -1.11, 0.94], [-2.32, 0.53, 0.65]],
  "nbo_charge": [-0.713, 0.102, -0.540, 0.071, -0.409, -0.537, -0.006, 0.243, 0.178, 0.230, 0.229, 0.193, 0.192, 0.193, 0.203, 0.197, 0.172]
}

---

# 2
{
  "formula": "C29H45BrCrFN3O3S4SbSi",
  "method": "the ωB97M-V functional and the def2-TZVPD basis",
  "e_tot_ev": -200355.7208,
  "charge": 0,
  "multiplicity": 4,
  "symbols": ["Cr", "S", "Sb", "S", "S", "S", "F", "C", "C", "C", "C", "O", "C", "C", "N", "C", "C", "C", "C", "C", "C", "N", "C", "C", "N", "C", "C", "C", "O", "O", "H", "H", "H", "H", "H", "H", "H", "H", "H", "H", "H", "H", "H", "H", "H", "H", "H", "H", "C", "C", "C", "C", "Si", "Br", "C", "C", "C", "C", "C", "C", "C", "C", "H", "H", "H", "H", "H", "H", "H", "H", "H", "H", "H", "H", "H", "H", "H", "H", "H", "H", "H", "H", "H", "H", "H", "H", "H", "H", "H"],
  "positions_angstrom": [[3.03, 2.52, -0.33], [4.39, 5.60, -3.63], [5.16, 4.59, -1.77], [4.56, 2.20, -1.88], [3.53, 4.72, 0.00], [7.27, 4.77, -1.03], [-3.16, 3.43, -2.72], [-2.83, 2.97, -1.50], [-1.51, 2.90, -1.15], [-1.18, 2.48, 0.13], [0.25, 2.42, 0.50], [1.07, 2.83, -0.34], [0.56, 1.89, 1.78], [-0.47, 1.59, 2.61], [-1.78, 1.69, 2.31], [-2.80, 1.43, 3.31], [-2.55, 0.43, 4.38], [-3.55, 0.14, 3.30], [-2.17, 2.12, 1.05], [-3.51, 2.17, 0.65], [-3.85, 2.59, -0.61], [-5.22, 2.64, -1.00], [-5.60, 2.42, -2.39], [-7.11, 2.09, -2.41], [-7.52, 1.76, -1.00], [-7.46, 2.99, -0.14], [-6.08, 3.64, -0.38], [1.97, 1.63, 2.30], [2.04, 1.06, 3.38], [2.94, 2.03, 1.57], [-0.73, 3.20, -1.83], [-0.22, 1.23, 3.60], [-3.35, 2.32, 3.58], [-2.90, 0.68, 5.37], [-1.63, -0.14, 4.37], [-4.61, 0.16, 3.55], [-3.26, -0.59, 2.56], [-4.29, 1.84, 1.33], [-5.02, 1.60, -2.80], [-5.44, 3.30, -3.02], [-7.35, 1.24, -3.04], [-7.72, 2.94, -2.72], [-6.78, 1.14, -0.64], [-8.42, 1.29, -0.95], [-7.62, 2.67, 0.88], [-8.28, 3.64, -0.45], [-5.65, 3.97, 0.56], [-6.19, 4.52, -1.03], [1.54, -4.44, 0.81], [1.51, -2.90, 0.80], [1.77, -2.41, 2.23], [0.07, -2.46, 0.45], [2.82, -2.22, -0.42], [2.14, -0.06, -0.80], [4.58, -2.02, 0.29], [5.55, -1.54, -0.80], [4.64, -0.97, 1.42], [5.08, -3.36, 0.84], [2.72, -3.00, -2.16], [1.26, -3.15, -2.61], [3.44, -2.14, -3.21], [3.37, -4.40, -2.18], [0.85, -4.80, 1.58], [2.53, -4.84, 1.05], [1.22, -4.87, -0.14], [0.92, -2.72, 2.86], [1.87, -1.33, 2.32], [2.66, -2.87, 2.66], [-0.59, -2.82, 1.25], [-0.29, -2.89, -0.49], [-0.02, -1.38, 0.38], [5.21, -0.65, -1.33], [5.77, -2.32, -1.53], [6.50, -1.28, -0.31], [4.28, 0.01, 1.12], [5.70, -0.85, 1.69], [4.12, -1.26, 2.32], [5.12, -4.15, 0.09], [4.47, -3.72, 1.68], [6.10, -3.22, 1.22], [0.70, -2.21, -2.56], [0.72, -3.90, -2.04], [1.26, -3.48, -3.65], [3.15, -1.09, -3.19], [3.17, -2.54, -4.20], [4.52, -2.20, -3.13], [2.89, -5.10, -1.49], [4.43, -4.36, -1.94], [3.28, -4.81, -3.19]],
  "lowdin_spin": [3.011, 0.015, 0.024, -0.107, -0.055, 0.020, 0.000, 0.000, 0.001, 0.000, 0.008, 0.017, 0.003, 0.004, 0.004, 0.000, 0.000, 0.000, 0.001, 0.000, 0.001, 0.000, 0.000, 0.000, 0.000, 0.000, 0.000, 0.007, 0.008, 0.026, 0.000, 0.000, 0.000, 0.000, 0.000, 0.000, 0.000, 0.000, 0.000, 0.000, 0.000, 0.000, 0.000, 0.000, 0.000, 0.000, 0.000, 0.000, 0.000, 0.000, 0.000, 0.000, 0.002, 0.008, 0.000, 0.000, 0.000, 0.000, 0.000, 0.000, 0.000, 0.000, 0.000, 0.000, 0.000, 0.000, 0.000, 0.000, 0.000, 0.000, 0.000, -0.001, 0.000, 0.000, 0.001, 0.000, 0.000, 0.000, 0.000, 0.000, 0.000, 0.000, 0.000, 0.000, 0.000, 0.000, 0.000, 0.000, 0.000]
}

---

# 3
{
  "formula": "C2H2NO4P",
  "method": "the ωB97M-V functional and the def2-TZVPD basis",
  "e_tot_ev": -21073.4647,
  "charge": -2,
  "multiplicity": 1,
  "symbols": ["C", "C", "N", "O", "O", "O", "O", "P", "H", "H"],
  "positions_angstrom": [[0.13, -0.55, 0.11], [-0.90, -1.24, 2.00], [1.34, -0.30, 0.31], [-2.49, -0.96, 4.00], [-3.60, -0.46, 1.73], [-0.14, -1.98, 2.49], [-2.86, -2.90, 2.28], [-2.74, -1.41, 2.57], [-0.50, -0.87, -0.77], [2.16, -0.32, -0.52]],
  "nbo_charge": [-0.048, 0.342, -0.736, -1.205, -1.222, -0.548, -1.196, 2.305, 0.105, 0.203]
}